(1)
47
Properties=species:S:1:pos:R:3:nbo_charge:R:1 method="wB97M-V/def2-TZVPD" charge=+1 e_homo_ev="-12.615 / -12.470" total_energy_ha=-1522.481864 de_lowest_kcal_mol=17.4 homo_lumo_gap_ev="7.89 / 7.29" spin_multiplicity=2
Tc 0.2644 0.2112 0.2502 1.31
O -1.2043 -0.9369 -0.9892 -0.67
C -2.0253 -0.2707 -1.9728 -0.08
C -1.2195 0.8793 -2.5243 -0.24
N -0.6167 1.6212 -1.3993 -0.42
C 0.4895 2.4910 -1.8766 -0.35
C 1.7203 2.3985 -0.9902 0.78
O 2.6008 3.2013 -1.0263 -0.51
O 1.7806 1.2620 -0.2970 -0.63
C -1.5972 2.4427 -0.6711 -0.35
C -1.0199 2.7965 0.6963 0.77
O -1.2359 3.8348 1.2471 -0.52
O -0.3211 1.8001 1.2224 -0.65
H -0.8918 -1.8018 -1.2799 0.53
H -2.9188 0.0751 -1.4580 0.20
H -2.3449 -0.9678 -2.7449 0.23
H -1.8238 1.5199 -3.1711 0.23
H -0.3976 0.4951 -3.1273 0.21
H 0.1746 3.5307 -1.9546 0.25
H 0.8043 2.1728 -2.8714 0.24
H -2.5092 1.8668 -0.4986 0.22
H -1.8625 3.3469 -1.2190 0.24
O 3.3776 -1.4179 2.2660 -0.46
C 2.5303 -1.1616 1.4623 0.64
N 1.2841 -0.5644 1.7136 -0.57
C 0.7497 -0.6700 3.0084 0.65
O 1.3550 -0.8500 4.0238 -0.46
C -0.7396 -0.6657 2.9369 0.13
C -1.4942 -0.7637 4.0899 -0.18
C -2.8721 -0.7687 3.9709 -0.12
C -3.4253 -0.6867 2.7016 -0.23
C -2.5900 -0.5904 1.6060 0.07
N -1.2571 -0.5830 1.7047 -0.41
C 2.6430 -1.5567 0.0233 0.14
C 3.7944 -2.1558 -0.4509 -0.18
C 3.8557 -2.4924 -1.7908 -0.11
C 2.7648 -2.2073 -2.5995 -0.22
C 1.6586 -1.5974 -2.0422 0.05
N 1.5767 -1.2858 -0.7409 -0.43
H -0.9825 -0.8247 5.0397 0.27
H -3.5042 -0.8346 4.8456 0.24
H -4.4960 -0.6926 2.5555 0.24
H -3.0071 -0.5309 0.6140 0.20
H 4.6084 -2.3301 0.2385 0.27
H 4.7395 -2.9590 -2.2037 0.25
H 2.7705 -2.4425 -3.6542 0.25
H 0.8136 -1.3369 -2.6633 0.19

(2)
39
Properties=species:S:1:pos:R:3:nbo_charge:R:1 method="wB97M-V/def2-TZVPD" e_homo_ev=-7.386 total_energy_ha=-1299.563656 de_lowest_kcal_mol=0.0 homo_lumo_gap_ev=7.98 smiles="Cc1ccc(-n2c(CCC(=O)O)ccc2-c2cccs2)cc1"
C -0.1696 -2.9397 4.0828 -0.63
C -0.1757 -2.0648 2.8672 -0.01
C 0.5418 -0.8774 2.8300 -0.20
C 0.5415 -0.0796 1.6994 -0.24
C -0.1891 -0.4600 0.5816 0.21
N -0.2142 0.3428 -0.5768 -0.38
C -0.7614 1.5955 -0.6610 0.15
C -1.2660 2.3429 0.5247 -0.43
C -0.2904 3.4699 0.9265 -0.49
C -0.7930 4.1258 2.1836 0.79
O -1.5753 5.0348 2.2400 -0.59
O -0.2886 3.5424 3.2814 -0.69
C -0.7463 1.9822 -1.9801 -0.29
C -0.1845 0.9365 -2.7236 -0.28
C 0.1363 -0.0757 -1.8404 0.14
C 0.7857 -1.3228 -2.1282 -0.24
C 1.5359 -2.1429 -1.3282 -0.25
C 2.0360 -3.2731 -2.0065 -0.25
C 1.6711 -3.3099 -3.3127 -0.42
S 0.7007 -1.9579 -3.7482 0.43
C -0.9175 -1.6457 0.6103 -0.22
C -0.9030 -2.4372 1.7405 -0.20
H -1.1881 -3.1595 4.3990 0.22
H 0.3571 -2.4626 4.9051 0.22
H 0.3203 -3.8876 3.8615 0.22
H 1.1139 -0.5696 3.6931 0.21
H 1.1178 0.8326 1.6807 0.22
H -1.3990 1.6611 1.3675 0.23
H -2.2325 2.7938 0.2886 0.23
H 0.7015 3.0583 1.1092 0.22
H -0.2421 4.2078 0.1268 0.24
H -0.6509 3.9542 4.0817 0.50
H -1.1074 2.9158 -2.3636 0.22
H -0.0137 0.9152 -3.7817 0.22
H 1.7440 -1.9390 -0.2935 0.23
H 2.6474 -4.0234 -1.5372 0.22
H 1.9119 -4.0438 -4.0554 0.23
H -1.4870 -1.9382 -0.2590 0.23
H -1.4684 -3.3576 1.7542 0.21

(3)
43
Properties=species:S:1:pos:R:3:nbo_charge:R:1 method="wB97M-V/def2-TZVPD" e_homo_ev="-4.976 / -5.091" total_energy_ha=-1503.037301 homo_lumo_gap_ev="4.99 / 5.04"
Bi 0.0000 0.0000 0.0000 1.68
C 1.7369 1.7199 -3.4670 -0.27
C 1.7097 0.4514 -4.0362 -0.15
C 1.6997 -0.6697 -3.2097 -0.27
C 1.7244 -0.4892 -1.8285 0.15
N 1.7596 0.7621 -1.2539 -0.47
C 1.7543 1.8236 -2.0857 0.06
C 1.7732 -1.6533 -0.9163 0.09
C 2.9814 -2.2285 -0.5337 -0.19
C 2.9894 -3.1309 0.5274 -0.29
C 1.8161 -3.3281 1.2514 -0.17
C 0.6569 -2.6971 0.8112 0.07
N 0.5980 -2.0453 -0.3662 -0.65
C -0.4654 -2.3947 1.7052 0.22
C -1.2140 -3.3748 2.3499 -0.25
C -2.2430 -2.9746 3.1992 -0.13
C -2.4909 -1.6176 3.3820 -0.28
C -1.6956 -0.7050 2.7080 0.08
N -0.6880 -1.0552 1.8841 -0.52
H 1.7400 2.6103 -4.0860 0.23
H 1.6934 0.3350 -5.1158 0.22
H 1.6727 -1.6679 -3.6352 0.24
H 1.7685 2.7927 -1.5959 0.23
H 3.9110 -1.9282 -1.0073 0.22
H 3.9235 -3.5705 0.8658 0.21
H 1.8405 -3.8607 2.1956 0.22
H -1.0125 -4.4276 2.1860 0.23
H -2.8509 -3.7157 3.7100 0.22
H -3.2883 -1.2773 4.0329 0.23
H -1.8513 0.3645 2.8156 0.24
N -2.9558 -1.3565 -2.5818 -0.78
C -2.0329 -0.6720 -1.8553 0.73
O -1.6787 -1.0201 -0.7395 -0.67
C -1.4509 0.5476 -2.4801 -0.58
C -1.0838 1.4477 -1.3349 -0.81
H -3.4062 -2.1390 -2.1248 0.41
H -3.3871 -0.9735 -3.4107 0.41
H -2.1721 1.0436 -3.1357 0.22
H -0.5630 0.2684 -3.0541 0.25
H -1.9068 1.9227 -0.7766 0.24
H -0.3949 2.2965 -1.7210 0.23
I -0.1575 2.4019 1.5607 -0.59
H 1.4925 -0.1835 1.1048 -0.25

(4)
48
Properties=species:S:1:pos:R:3:nbo_charge:R:1 method="wB97M-V/def2-TZVPD" charge=+2 e_homo_ev="-13.602 / -13.504" total_energy_ha=-18534.808334 homo_lumo_gap_ev="5.61 / 5.47" spin_multiplicity=2
Re 0.3819 -1.3693 -0.7379 0.75
Br 2.9995 -2.3956 5.6181 0.21
C 2.0887 -1.7126 4.1502 -0.13
C 1.3969 -0.4419 4.2675 -0.12
Br 1.4284 0.4680 5.8859 0.21
C 0.7196 0.1023 3.1986 -0.20
Br -0.2131 1.7220 3.2497 0.14
C 0.7284 -0.6003 1.9831 0.32
O 0.1205 -0.2251 0.9006 -0.64
C 1.3966 -1.8594 1.8747 0.22
O 1.2940 -2.4121 0.7062 -0.56
C 2.0800 -2.4194 2.9692 -0.16
Br 2.9204 -4.0651 2.7174 0.17
C -0.0212 -3.2239 -3.9080 -0.77
Se 0.6007 -3.4860 -2.0833 0.56
C 2.5266 -3.5698 -2.4064 -0.59
C 3.1161 -2.2413 -2.8067 -0.56
Se 2.7392 -0.8966 -1.4212 0.62
C 2.6613 0.6713 -2.5652 -0.78
H 0.2983 -4.0839 -4.4906 0.26
H 0.3613 -2.2987 -4.3286 0.23
H -1.1076 -3.1960 -3.8634 0.26
H 2.6908 -4.3218 -3.1777 0.27
H 2.9477 -3.9428 -1.4720 0.26
H 2.7062 -1.8637 -3.7425 0.24
H 4.2012 -2.2927 -2.8891 0.27
H 3.6283 0.7531 -3.0562 0.26
H 2.5053 1.5325 -1.9206 0.25
H 1.8587 0.5683 -3.2894 0.24
C -3.2195 -0.0109 1.0228 -0.42
N -2.6332 1.1121 0.3057 -0.31
C -1.9022 1.0794 -0.8043 0.29
Se -1.5300 -0.4599 -1.8879 0.09
N -1.5195 2.3239 -1.1106 -0.51
C -2.0145 3.2125 -0.1596 0.17
C -1.8926 4.5894 -0.0139 -0.23
C -2.5170 5.1398 1.0863 -0.17
C -3.2340 4.3538 2.0042 -0.18
C -3.3513 2.9868 1.8565 -0.21
C -2.7213 2.4345 0.7467 0.09
H -3.1213 -0.9116 0.4251 0.23
H -4.2738 0.1929 1.1969 0.24
H -2.7022 -0.1360 1.9733 0.24
H -1.0021 2.5637 -1.9405 0.44
H -1.3472 5.1992 -0.7205 0.24
H -2.4570 6.2071 1.2473 0.25
H -3.7107 4.8375 2.8454 0.25
H -3.9050 2.3866 2.5647 0.25

(5)
51
Properties=species:S:1:pos:R:3:nbo_charge:R:1 method="wB97M-V/def2-TZVPD" charge=+1 e_homo_ev="-11.117 / -11.117" total_energy_ha=-5888.786098 de_lowest_kcal_mol=0.0 homo_lumo_gap_ev="6.54 / 4.27" spin_multiplicity=2
Ca 0.8914 1.0377 0.7376 1.76
C 2.4251 -1.2119 2.7501 -0.64
C 2.5233 -1.7723 1.3276 0.27
C 3.5834 -2.6629 0.9457 -0.22
C 3.6403 -3.0593 -0.3813 -0.12
C 2.4979 -2.8824 -1.1848 -0.26
C 1.6256 -1.8623 -0.8271 -0.14
N 1.7507 -1.2444 0.3962 -0.61
Sb -0.1062 -1.3744 -2.1115 1.42
C -1.5039 -2.5106 -0.8570 -0.03
C -1.4909 -3.6417 0.0283 -0.24
C -2.5394 -3.6773 1.0206 -0.15
C -3.5738 -2.7781 0.9271 -0.18
C -3.4400 -1.6555 0.0915 0.27
C -4.4369 -0.5474 -0.0818 -0.66
N -2.4579 -1.5990 -0.7797 -0.46
C 0.1488 0.8161 -2.3992 -0.03
C 0.6954 1.2415 -3.6676 -0.27
C 0.4790 2.5614 -3.9765 -0.14
C -0.3740 3.3549 -3.1598 -0.20
C -0.6837 2.8927 -1.8501 0.24
C -1.4590 3.7023 -0.8973 -0.69
N -0.2998 1.6524 -1.5007 -0.55
H 3.3647 -0.9364 3.2303 0.25
H 1.7303 -1.7684 3.4696 0.27
H 1.8578 -0.3071 2.5693 0.18
H 4.2475 -2.9090 1.7337 0.24
H 4.4755 -3.5590 -0.7988 0.24
H 2.3695 -3.5288 -2.0149 0.23
H -0.6656 -4.3759 0.1082 0.25
H -2.7856 -4.5906 1.5867 0.25
H -4.5569 -2.9773 1.3945 0.25
H -4.0400 0.2314 -0.8298 0.24
H -4.4217 0.0553 0.8196 0.26
H -5.4588 -0.8984 -0.2523 0.24
H 1.3438 0.6356 -4.2465 0.24
H 0.8680 2.9882 -4.9223 0.25
H -0.7751 4.3612 -3.5403 0.25
H -0.8563 4.5617 -0.5257 0.27
H -1.8170 3.0891 -0.0312 0.25
H -2.4222 4.1312 -1.2492 0.25
Br -1.2375 0.3525 2.1313 -0.87
I -2.7197 -1.3628 7.0900 0.02
I -4.8540 -2.1952 5.5324 -0.02
F 1.0540 3.3329 1.1270 -0.62
P 2.6790 3.5666 0.6087 2.59
F 2.2616 4.6805 -0.4736 -0.55
F 2.3312 2.3370 -0.5814 -0.65
F 2.9714 4.5352 1.8023 -0.54
F 4.1899 3.4836 0.0252 -0.55
F 2.9708 2.2874 1.6869 -0.61

(6)
72
Properties=species:S:1:pos:R:3:lowdin_charge:R:1 method="wB97M-V/def2-TZVPD" e_homo_ev=-8.229 total_energy_ha=-19095.693311 homo_lumo_gap_ev=7.76 smiles=BrP(I)Cc1ccccc1.ClC(Cl)Cl.ClC(Cl)Cl.ClC(Cl)Cl.ClC(Cl)Cl.ClC(Cl)Cl.ClC(Cl)Cl.ClC(Cl)Cl.ClC(Cl)Cl.ClC(Cl)Cl.ClC(Cl)Cl.ClC(Cl)Cl
Br -5.1789 -0.1245 -2.8152 0.11
P -4.2626 -1.8491 -1.5801 0.02
I -3.0450 -0.6768 0.2402 0.33
C -3.0612 -2.7292 -2.7862 -0.50
C -1.4975 -2.8262 -2.2028 -0.24
C -0.3561 -2.0508 -3.1129 -0.02
C 1.1978 -2.1135 -2.5217 -0.08
C 1.5507 -2.9397 -1.1196 -0.26
C 0.3814 -3.7000 -0.2356 -0.06
C -1.1588 -3.6576 -0.8081 -0.07
H -3.3621 -3.8628 -3.0061 0.04
H -3.0959 -2.1955 -3.8438 0.08
H -0.6034 -1.4465 -4.1016 0.10
H 2.0039 -1.5399 -3.1684 0.09
H 2.6476 -2.9912 -0.6861 0.05
H 0.5579 -4.2788 0.7735 0.09
H -2.0894 -4.1856 -0.2788 0.06
Cl -6.4640 -3.2479 -3.0145 0.49
C -6.6878 -5.0035 -2.9289 -1.52
Cl -7.7197 -5.5646 -4.2555 0.55
Cl -5.1224 -5.8328 -2.9648 0.52
H -7.1822 -5.2419 -1.9837 -0.08
Cl 2.5234 1.9727 -0.1388 0.49
C 2.5763 0.5669 0.9385 -1.47
Cl 2.1757 -0.9130 0.0504 0.64
Cl 4.1710 0.4245 1.6976 0.49
H 1.8315 0.7083 1.7259 0.02
Cl 2.2403 4.5055 -1.6669 0.49
C 3.5496 5.6986 -1.7055 -1.51
Cl 4.1648 6.0004 -0.0715 0.50
Cl 4.8561 5.1543 -2.7715 0.51
H 3.1500 6.6357 -2.1015 0.02
Cl -5.6264 -7.1892 2.2426 0.54
C -6.1514 -5.9667 1.0723 -1.49
Cl -4.7530 -5.1281 0.3790 0.51
Cl -7.1287 -6.7084 -0.2060 0.58
H -6.7689 -5.2320 1.5954 0.03
Cl 6.3756 4.0897 5.1025 0.55
C 6.5397 3.4466 3.4596 -1.51
Cl 6.3310 1.6871 3.4565 0.50
Cl 5.3705 4.2138 2.3715 0.50
H 7.5462 3.6746 3.0996 -0.03
Cl -4.9375 -9.9130 -4.5480 0.51
C -5.4625 -8.6905 -5.7183 -1.55
Cl -4.0641 -7.8519 -6.4116 0.51
Cl -6.4398 -9.4322 -6.9966 0.52
H -6.0800 -7.9558 -5.1952 -0.03
Cl 4.5557 3.2402 9.3570 0.51
C 3.8818 3.9099 7.8614 -1.55
Cl 2.6585 2.8196 7.1873 0.51
Cl 3.1910 5.5150 8.1543 0.51
H 4.6913 4.0109 7.1339 -0.06
Cl -4.5084 1.5321 3.9565 0.50
C -5.0333 2.7546 2.7863 -1.60
Cl -3.6349 3.5932 2.0929 0.52
Cl -6.0106 2.0129 1.5079 0.48
H -5.6508 3.4893 3.3094 -0.05
Cl 10.0219 3.3412 -5.2661 0.52
C 8.6098 3.9347 -4.3754 -1.54
Cl 7.4450 2.6257 -4.1120 0.51
Cl 9.1035 4.6484 -2.8306 0.51
H 8.1262 4.7107 -4.9743 0.02
Cl -8.8222 5.1130 4.2879 0.53
C -9.0461 3.3574 4.3735 -1.50
Cl -10.0779 2.7964 3.0468 0.53
Cl -7.4807 2.5282 4.3375 0.55
H -9.5404 3.1190 5.3187 0.02
Cl 11.1252 3.4422 0.1098 0.51
C 10.7540 5.0936 0.6338 -1.54
Cl 9.7799 5.0726 2.1137 0.54
Cl 12.2455 6.0169 0.8838 0.53
H 10.1742 5.5825 -0.1532 -0.01